--- A ---
This record from OMol25 describes a cluster of 3 separate species, C5H14O2 in total. The level of theory is the ωB97M-V functional and the def2-TZVPD basis.

HOMO energy in eV: -9.3
Structure (SMILES): C/C=C/CC.O.O
Kohn-Sham gap in eV: 9.51
LUMO energy in eV: 0.260

Bonds (Å) are listed after each position.
Atoms and positions in Å:
1 C 2.043 -0.095 -0.527  C2 1.550, H6 1.098, H7 1.101, H8 1.094
2 C 1.788 1.408 -0.807  C1 1.550, C3 1.518, H9 1.085, H10 1.096
3 C 0.470 1.721 -1.491  C2 1.518, C4 1.326, H11 1.089
4 C -0.665 1.099 -1.202  C3 1.326, C5 1.497, H12 1.080
5 C -1.961 1.260 -1.934  C4 1.497, H13 1.086, H14 1.101, H15 1.104
6 H 1.313 -0.723 -1.055  C1 1.098
7 H 1.911 -0.396 0.525  C1 1.101
8 H 3.042 -0.405 -0.846  C1 1.094
9 H 2.524 1.667 -1.560  C2 1.085
10 H 2.005 2.007 0.086  C2 1.096
11 H 0.482 2.466 -2.285  C3 1.089
12 H -0.713 0.384 -0.394  C4 1.080
13 H -1.940 1.956 -2.766  C5 1.086
14 H -2.791 1.499 -1.250  C5 1.101
15 H -2.294 0.275 -2.305  C5 1.104
16 H -0.181 -0.418 3.554  O18 0.967
17 H -0.158 -1.867 3.613  O18 0.966
18 O 0.309 -1.118 4.008  H16 0.967, H17 0.966
19 H -1.735 -4.359 1.974  O21 0.967
20 H -1.411 -2.823 2.277  O21 0.957
21 O -2.038 -3.537 2.385  H19 0.967, H20 0.957

=====

--- B ---
This record from OMol25 describes a cluster of 2 separate species, C5H14O2 in total. The level of theory is the ωB97M-V functional and the def2-TZVPD basis.

HOMO energy in eV: -10.3
Structure (SMILES): CC(C)CCO.O
Kohn-Sham gap in eV: 11.16
LUMO energy in eV: 0.813

Bonds (Å) are listed after each position.
Atoms and positions in Å:
1 C -1.881 0.351 -0.974  O2 1.420, C3 1.526, H7 1.088, H8 1.100
2 O -1.943 -0.483 -2.120  C1 1.420, H9 0.964
3 C -0.904 -0.167 0.078  C1 1.526, C4 1.531, H10 1.097, H11 1.101
4 C 0.488 -0.587 -0.401  C3 1.531, C5 1.531, C6 1.534, H12 1.087
5 C 1.393 -1.077 0.732  C4 1.531, H13 1.082, H14 1.099, H15 1.090
6 C 1.189 0.543 -1.165  C4 1.534, H16 1.080, H17 1.092, H18 1.083
7 H -2.882 0.325 -0.549  C1 1.088
8 H -1.645 1.382 -1.275  C1 1.100
9 H -1.048 -0.556 -2.472  O2 0.964
10 H -1.380 -1.034 0.553  C3 1.097
11 H -0.807 0.596 0.867  C3 1.101
12 H 0.344 -1.423 -1.082  C4 1.087
13 H 1.088 -2.008 1.191  C5 1.082
14 H 2.314 -1.334 0.191  C5 1.099
15 H 1.660 -0.263 1.406  C5 1.090
16 H 1.229 1.433 -0.553  C6 1.080
17 H 0.647 0.789 -2.081  C6 1.092
18 H 2.157 0.207 -1.519  C6 1.083
19 H 0.180 0.551 2.528  O21 0.964
20 H -0.531 1.464 3.514  O21 0.962
21 O 0.333 1.288 3.131  H19 0.964, H20 0.962

=====

--- C ---
This record from OMol25 describes a cluster of 3 separate species, C5H14O2 in total. The level of theory is the ωB97M-V functional and the def2-TZVPD basis.

HOMO energy in eV: -9.0
Structure (SMILES): C=C(C)CC.O.O
Kohn-Sham gap in eV: 9.81
LUMO energy in eV: 0.851

Bonds (Å) are listed after each position.
Atoms and positions in Å:
1 C 0.014 0.432 2.654  C2 1.538, H6 1.141, H7 1.259, H8 1.115
2 C 0.657 0.200 1.276  C1 1.538, C3 1.564, H9 1.092, H10 1.056
3 C 2.188 0.341 0.988  C2 1.564, C4 1.314, C5 1.457
4 C 3.016 -0.538 1.505  C3 1.314, H11 1.119, H12 1.121
5 C 2.625 1.287 -0.030  C3 1.457, H13 1.021, H14 1.182, H15 1.077
6 H -0.239 -0.534 3.206  C1 1.141
7 H -1.076 1.051 2.763  C1 1.259
8 H 0.778 1.066 3.162  C1 1.115
9 H 0.095 0.814 0.570  C2 1.092
10 H 0.530 -0.838 1.124  C2 1.056
11 H 4.114 -0.377 1.361  C4 1.119
12 H 2.728 -1.560 1.864  C4 1.121
13 H 1.992 1.292 -0.832  C5 1.021
14 H 3.664 1.008 -0.519  C5 1.182
15 H 2.692 2.307 0.309  C5 1.077
16 H -6.821 -0.539 -1.825  O18 0.960
17 H -6.659 0.768 -0.768  O18 0.986
18 O -6.378 -0.124 -1.081  H16 0.960, H17 0.986
19 H -0.857 -2.320 -5.770  O21 0.972
20 H -1.991 -2.021 -4.917  O21 0.978
21 O -1.070 -1.715 -5.040  H19 0.972, H20 0.978

=====

Which structure is the most stable? The one labeled B.

=====

--- A ---
This record from OMol25 describes an isolated molecule of C23H19N3O5. The level of theory is the ωB97M-V functional and the def2-TZVPD basis.

HOMO energy in eV: -8.1
Structure (SMILES): Cn1c(COc2cccc(C(=O)O)c2)nc2cnc(Oc3ccc4c(c3)OCC4)cc21
Kohn-Sham gap in eV: 8.11
LUMO energy in eV: 0.050

Bonds (Å) are listed after each position.
Atoms and positions in Å:
1 O -2.604 -1.287 -8.598  C8 1.231
2 N -2.409 0.505 -0.217  C9 1.321, C20 1.393
3 N -0.816 1.423 3.008  C10 1.331, C11 1.342
4 O -2.585 0.416 -7.156  C8 1.348, H32 1.010
5 O 0.756 0.162 4.222  C11 1.383, C21 1.367
6 O -2.662 -2.327 -2.608  C22 1.400, C28 1.456
7 O 3.476 3.290 6.719  C23 1.365, C30 1.431
8 C -2.590 -0.904 -7.429  O1 1.231, O4 1.348, C24 1.495
9 C -2.106 -0.647 -0.787  N2 1.321, N27 1.380, C28 1.526
10 C -1.585 1.584 1.934  N3 1.331, C20 1.406, H33 1.057
11 C -0.026 0.342 3.095  N3 1.342, O5 1.383, C18 1.371
12 C -2.417 -4.292 -5.672  C14 1.369, C16 1.403, H34 1.098
13 C 2.665 1.313 3.222  C19 1.390, C21 1.393, H35 1.089
14 C -2.515 -3.941 -4.352  C12 1.369, C22 1.399, H36 1.062
15 C 2.090 1.644 5.504  C21 1.393, C23 1.411, H37 1.076
16 C -2.504 -3.325 -6.686  C12 1.403, C24 1.410, H38 1.110
17 C -2.695 -1.630 -5.007  C22 1.411, C24 1.400, H39 1.104
18 C 0.049 -0.631 2.133  C11 1.371, C25 1.400, H40 1.084
19 C 3.656 2.284 3.307  C13 1.390, C26 1.393, H41 1.067
20 C -1.649 0.584 0.947  N2 1.393, C10 1.406, C25 1.381
21 C 1.807 1.035 4.284  O5 1.367, C13 1.393, C15 1.393
22 C -2.618 -2.596 -3.981  O6 1.400, C14 1.399, C17 1.411
23 C 3.132 2.591 5.598  O7 1.365, C15 1.411, C26 1.377
24 C -2.609 -1.956 -6.366  C8 1.495, C16 1.410, C17 1.400
25 C -0.830 -0.524 1.049  C18 1.400, C20 1.381, N27 1.387
26 C 3.902 2.941 4.511  C19 1.393, C23 1.377, C31 1.458
27 N -1.142 -1.308 -0.052  C9 1.380, C25 1.387, C29 1.479
28 C -2.681 -0.938 -2.171  O6 1.456, C9 1.526, H42 1.110, H43 1.108
29 C -0.364 -2.488 -0.487  N27 1.479, H44 1.065, H45 1.097, H46 1.105
30 C 4.527 4.186 6.347  O7 1.431, C31 1.498, H47 1.098, H48 1.093
31 C 4.877 3.949 4.910  C26 1.458, C30 1.498, H49 1.088, H50 1.075
32 H -2.616 0.794 -8.092  O4 1.010
33 H -2.134 2.483 1.855  C10 1.057
34 H -2.247 -5.335 -5.971  C12 1.098
35 H 2.442 0.812 2.282  C13 1.089
36 H -2.524 -4.675 -3.584  C14 1.062
37 H 1.493 1.397 6.365  C15 1.076
38 H -2.318 -3.598 -7.746  C16 1.110
39 H -2.744 -0.550 -4.784  C17 1.104
40 H 0.732 -1.466 2.244  C18 1.084
41 H 4.294 2.388 2.458  C19 1.067
42 H -2.018 -0.365 -2.851  C28 1.110
43 H -3.724 -0.565 -2.215  C28 1.108
44 H -1.017 -3.297 -0.719  C29 1.065
45 H 0.301 -2.850 0.307  C29 1.097
46 H 0.278 -2.287 -1.363  C29 1.105
47 H 4.183 5.215 6.523  C30 1.098
48 H 5.409 4.082 6.985  C30 1.093
49 H 4.832 4.853 4.304  C31 1.088
50 H 5.848 3.508 4.781  C31 1.075

=====

--- B ---
This record from OMol25 describes an isolated molecule of C23H19N3O5. The level of theory is the ωB97M-V functional and the def2-TZVPD basis.

HOMO energy in eV: -8.2
Structure (SMILES): Cn1c(COc2cccc(C(=O)O)c2)nc2cnc(Oc3ccc4c(c3)OCC4)cc21
Kohn-Sham gap in eV: 8.33
LUMO energy in eV: 0.091

Bonds (Å) are listed after each position.
Atoms and positions in Å:
1 O 7.047 0.616 0.966  C8 1.227
2 N -0.415 3.088 -1.614  C9 1.309, C20 1.389
3 N -3.191 0.742 -2.470  C10 1.341, C11 1.339
4 O 7.908 0.172 -1.045  C8 1.343, H32 0.965
5 O -3.724 -1.331 -1.517  C11 1.397, C21 1.362
6 O 2.781 3.019 0.114  C22 1.375, C28 1.452
7 O -4.762 -1.875 3.227  C23 1.371, C30 1.436
8 C 6.946 0.676 -0.256  O1 1.227, O4 1.343, C24 1.471
9 C 0.428 2.812 -0.653  N2 1.309, N27 1.409, C28 1.539
10 C -2.440 1.851 -2.535  N3 1.341, C20 1.410, H33 1.079
11 C -2.934 -0.180 -1.533  N3 1.339, O5 1.397, C18 1.400
12 C 4.535 1.832 -2.923  C14 1.394, C16 1.369, H34 1.110
13 C -3.586 -3.396 -0.411  C19 1.392, C21 1.410, H35 1.091
14 C 3.521 2.433 -2.178  C12 1.394, C22 1.399, H36 1.092
15 C -4.307 -1.493 0.872  C21 1.398, C23 1.373, H37 1.071
16 C 5.644 1.286 -2.337  C12 1.369, C24 1.424, H38 1.092
17 C 4.765 1.883 -0.179  C22 1.387, C24 1.393, H39 1.106
18 C -1.855 -0.007 -0.657  C11 1.400, C25 1.382, H40 1.073
19 C -3.693 -4.228 0.700  C13 1.392, C26 1.383, H41 1.089
20 C -1.327 2.043 -1.691  N2 1.389, C10 1.410, C25 1.365
21 C -3.895 -2.021 -0.356  O5 1.362, C13 1.410, C15 1.398
22 C 3.656 2.455 -0.785  O6 1.375, C14 1.399, C17 1.387
23 C -4.363 -2.296 1.985  O7 1.371, C15 1.373, C26 1.384
24 C 5.780 1.280 -0.919  C8 1.471, C16 1.424, C17 1.393
25 C -1.051 1.115 -0.728  C18 1.382, C20 1.365, N27 1.371
26 C -4.057 -3.643 1.899  C19 1.383, C23 1.384, C31 1.515
27 N 0.083 1.561 -0.102  C9 1.409, C25 1.371, C29 1.446
28 C 1.614 3.746 -0.353  O6 1.452, C9 1.539, H42 1.108, H43 1.063
29 C 0.761 0.834 0.948  N27 1.446, H44 1.099, H45 1.125, H46 1.144
30 C -4.765 -3.026 4.086  O7 1.436, C31 1.525, H47 1.112, H48 1.088
31 C -4.165 -4.192 3.307  C26 1.515, C30 1.525, H49 1.094, H50 1.082
32 H 8.559 -0.265 -0.482  O4 0.965
33 H -2.729 2.597 -3.259  C10 1.079
34 H 4.403 1.742 -4.022  C12 1.110
35 H -3.364 -3.826 -1.389  C13 1.091
36 H 2.628 2.828 -2.665  C14 1.092
37 H -4.581 -0.461 0.962  C15 1.071
38 H 6.344 0.735 -2.968  C16 1.092
39 H 4.835 1.903 0.925  C17 1.106
40 H -1.631 -0.717 0.115  C18 1.073
41 H -3.437 -5.286 0.656  C19 1.089
42 H 1.300 4.495 0.402  C28 1.108
43 H 1.854 4.317 -1.217  C28 1.063
44 H 0.032 0.193 1.463  C29 1.099
45 H 1.558 0.172 0.510  C29 1.125
46 H 1.200 1.533 1.740  C29 1.144
47 H -5.803 -3.319 4.360  C30 1.112
48 H -4.144 -2.859 4.964  C30 1.088
49 H -3.170 -4.467 3.668  C31 1.094
50 H -4.792 -5.070 3.377  C31 1.082

=====

Which structure is the most stable? The one labeled B.